(1)
12
Properties=species:S:1:pos:R:3:forces:R:3 method="wB97M-V/def2-TZVPD" spin_multiplicity=1 total_charge=0 smiles="CNC(C)=O" de_lowest_kj_mol=21.21 homo_ev=-9.650 molar_mass_g_mol=73.09 e_lumo_ev=0.90 homo_lumo_gap_ha=0.3879
O 0.6416 -0.4149 -1.5393 -0.03 0.08 0.35
N -0.5820 -0.0274 0.3254 0.13 0.07 -0.05
C -1.8294 -0.3875 -0.3150 -0.10 -0.05 -0.05
C 1.8116 0.4092 0.3941 0.08 -0.01 0.01
C 0.5870 -0.0516 -0.3756 0.03 0.08 0.06
H -2.1935 0.4096 -0.9802 0.05 -0.22 0.19
H 2.1281 1.3866 0.0152 -0.07 -0.16 0.02
H -0.5973 0.3707 1.2506 0.06 -0.09 -0.17
H 1.6408 0.4883 1.4726 -0.01 -0.01 -0.18
H -2.5761 -0.6026 0.4570 0.13 0.06 -0.23
H 2.6240 -0.2982 0.2134 -0.11 0.10 0.00
H -1.6549 -1.2822 -0.9182 -0.14 0.14 0.07

(2)
192
Properties=species:S:1:pos:R:3:forces:R:3 method="wB97M-V/def2-TZVPD" spin_multiplicity=1 total_charge=0 homo_ev=-9.974 molar_mass_g_mol=1224.59 e_lumo_ev=0.30 homo_lumo_gap_ha=0.3774
O 16.6645 15.5278 7.9273 -0.40 -0.02 -0.05
O 17.8149 15.2501 16.0852 0.99 -0.45 -1.03
O 18.2081 11.4981 12.5933 0.96 0.15 -0.79
O 18.1580 15.1742 9.5153 0.13 0.28 1.01
O 22.4538 17.3390 9.4382 -0.22 0.53 1.16
O 17.8720 18.2088 9.8104 -0.38 0.08 0.47
O 24.1811 16.0415 8.8873 -2.69 1.83 -0.84
O 19.5871 13.9719 15.5354 -0.77 0.96 0.38
O 13.7502 12.2199 16.9698 -1.42 1.64 0.50
O 17.3320 11.8947 14.5790 0.90 -0.04 1.44
O 23.4628 13.6217 16.8303 0.62 -0.65 -0.70
O 11.5612 12.5243 16.7741 0.47 -0.49 -0.16
O 18.1393 18.9792 7.7423 0.92 0.18 -0.85
O 23.3545 12.3541 15.0008 0.95 -0.04 1.09
N 11.2326 15.3193 14.6067 0.10 1.19 1.18
N 21.1203 17.4361 17.6883 0.03 1.22 -0.42
N 22.8932 9.8712 18.1313 0.95 -0.74 0.75
N 23.5664 18.9996 14.0519 -0.22 -0.06 -1.10
N 26.6196 12.4894 13.9989 -0.98 1.54 -1.05
N 17.8208 12.6713 22.1614 -0.53 -0.42 -1.10
N 16.3396 20.0425 15.3986 0.44 -0.54 0.62
N 22.3263 12.9733 10.2807 1.01 1.20 -1.04
N 14.2197 15.2012 12.0734 0.25 0.68 0.44
C 25.3196 14.0038 12.2646 0.51 0.12 0.89
C 17.3082 12.2260 21.2221 0.43 -0.01 1.07
C 21.0230 17.1070 7.5150 0.30 -1.08 -0.43
C 20.9451 20.0171 11.9458 0.51 -0.44 -0.79
C 17.2915 11.8556 13.2607 -2.23 -0.81 0.07
C 13.6376 17.9596 14.1430 0.14 0.48 0.18
C 13.7253 19.0595 13.0713 0.40 -0.38 0.83
C 20.8664 11.0755 17.0330 0.37 1.01 0.58
C 24.2899 13.8497 17.9660 1.10 -3.13 0.19
C 22.4498 16.6350 7.2383 0.42 1.83 -0.29
C 19.7184 10.2474 16.5728 -0.23 -3.00 0.61
C 10.5524 13.4686 17.1002 -0.28 0.52 -0.21
C 16.7627 19.4887 16.3219 -0.74 0.86 -1.68
C 19.0926 13.1340 8.7673 0.80 0.86 0.03
C 24.4943 15.6308 14.0571 -0.82 -1.56 0.07
C 16.0050 18.0050 18.1379 0.63 -0.31 -0.12
C 20.1621 9.1627 15.5181 -0.44 0.39 0.56
C 18.4513 13.8833 7.6031 -0.53 -0.18 0.80
C 20.8571 9.9212 11.1452 0.49 -0.51 0.25
C 21.8992 12.1904 10.9846 -1.55 -0.75 0.34
C 21.1388 11.2725 11.8182 -0.43 0.17 0.32
C 21.9682 10.3452 17.6686 -0.87 0.71 -1.22
C 18.7111 14.9812 15.2968 -0.70 0.45 1.41
C 16.1019 14.0842 19.3119 1.44 1.16 -0.59
C 17.1705 18.8010 17.5105 0.76 -0.33 0.66
C 12.7837 12.9697 17.1135 1.66 -1.90 -1.03
C 21.1935 17.6575 8.9149 -1.94 0.75 0.03
C 12.7192 14.4302 17.5118 -0.47 -1.67 0.09
C 9.5341 12.0590 13.4927 1.86 0.30 3.09
C 23.9373 12.5698 16.0494 -2.97 0.87 -0.67
C 11.2049 14.7363 13.6300 -0.65 -0.24 0.07
C 17.5997 14.9054 8.3405 0.63 0.43 -1.19
C 22.4665 19.6987 11.8283 0.51 1.30 -1.56
C 16.6451 11.6779 20.0131 1.00 1.83 0.34
C 15.3261 12.8615 14.0546 0.09 1.70 -0.48
C 23.1283 19.2341 13.0059 0.19 -0.14 2.41
C 16.7817 17.8796 10.7042 -0.74 -0.28 -0.11
C 24.9879 11.8180 16.7272 0.64 0.19 0.07
C 16.7902 12.8163 18.9501 -0.11 -2.16 -0.94
C 11.2684 13.7908 12.5614 0.72 1.01 -0.37
C 15.5127 17.7873 9.8188 0.18 0.07 -0.10
C 24.0959 14.6723 12.9303 0.26 0.41 -0.42
C 14.4724 15.9625 12.9054 0.06 -0.16 0.32
C 19.0397 15.6476 13.9745 0.18 0.26 0.47
C 26.0290 13.2042 13.2908 0.69 -2.27 0.38
C 25.3327 12.5844 18.0024 -2.97 -0.53 0.35
C 22.1013 9.0320 11.0940 0.45 1.24 0.89
C 23.1249 16.6328 8.5831 4.16 -3.64 -0.29
C 19.1888 14.2330 9.8882 -2.03 -1.58 -0.96
C 15.8344 12.1119 12.8763 1.11 0.02 0.36
C 20.1928 18.7900 12.4812 -0.25 0.66 -0.97
C 20.5030 15.2606 13.7338 -0.82 -1.80 -0.82
C 20.7845 14.9000 19.8687 1.12 0.12 -1.69
C 11.2720 14.4676 17.9929 -0.13 0.87 0.65
C 20.6362 14.9390 18.2885 -0.24 0.93 1.03
C 17.4025 18.6348 8.6043 0.15 0.18 1.07
C 20.5072 13.8886 14.4588 0.59 0.10 -1.07
C 15.9299 18.6342 8.5903 -2.42 -0.36 0.28
C 20.8687 16.3407 17.8775 0.12 -1.70 0.24
C 19.9769 15.9677 20.5342 -0.93 0.77 -1.16
C 16.0418 12.1642 15.1442 -0.81 0.28 1.37
C 14.7536 18.8323 18.2242 -1.71 -2.34 -1.34
C 14.7432 16.8825 14.0513 -0.61 1.03 -2.03
C 11.0140 12.4081 13.0992 -0.52 -2.09 -0.95
H 13.7403 18.4496 15.1263 -0.03 -0.26 -0.30
H 20.2006 9.5884 14.5153 0.08 -0.01 -0.01
H 17.8843 12.8704 18.7998 -0.39 0.71 0.19
H 22.0288 8.0748 10.6559 -0.75 -1.21 -0.25
H 15.3738 11.1790 12.6570 -0.50 -1.05 0.22
H 11.2666 11.7260 12.2628 -0.02 0.15 0.37
H 22.9063 9.4688 10.5434 0.49 0.79 -0.58
H 20.0705 12.6997 8.5217 -0.38 -0.03 0.26
H 11.2591 14.2044 19.0595 -0.07 -0.40 -0.29
H 14.3747 19.0509 17.2280 0.15 0.21 -0.22
H 21.5011 13.6635 14.8018 0.23 -0.26 0.51
H 16.1404 12.8794 15.9876 0.23 -1.10 -0.20
H 19.1363 19.0275 12.4759 -0.35 -0.06 0.16
H 15.7144 17.3577 13.9204 0.13 -0.01 -0.12
H 15.7753 12.6490 12.0076 -0.05 1.45 -2.37
H 20.4949 18.5481 13.4742 0.28 -0.26 0.81
H 20.0812 9.3820 11.6920 -0.05 0.28 0.16
H 12.2922 14.0596 12.2173 -0.31 -1.15 -0.35
H 17.5431 19.5739 18.2053 -0.17 -0.31 -0.11
H 20.6485 17.8711 6.8599 0.03 0.31 -0.37
H 15.0493 13.9890 19.5614 0.17 -0.11 0.52
H 25.1082 13.4253 11.3276 0.24 0.49 0.99
H 18.3589 12.3856 9.0517 0.29 -0.32 0.33
H 16.3659 17.7467 19.1200 -0.01 -0.27 0.50
H 19.5080 8.2975 15.5099 -0.62 0.15 -0.13
H 21.2342 11.7326 16.2305 0.23 -0.36 0.23
H 19.6619 14.6514 17.8728 0.01 -0.04 0.61
H 18.9183 10.8638 16.2323 -0.36 0.57 -0.70
H 23.0386 17.4023 6.6962 -0.36 -0.18 0.01
H 17.0263 16.9401 11.2059 0.08 0.12 -0.12
H 16.4439 12.4789 17.9617 -0.22 -0.32 0.49
H 24.7697 14.7712 17.8690 0.79 1.50 -0.17
H 13.4748 14.5990 18.2594 0.18 0.47 0.08
H 15.4791 11.2209 15.3852 0.97 0.75 0.21
H 12.8460 19.6978 13.1023 0.13 0.17 0.03
H 10.6025 14.0665 11.7529 -0.27 0.01 -0.13
H 9.7786 12.9044 17.6119 -0.26 0.18 -0.03
H 25.0702 11.8820 18.8129 -0.16 0.66 0.03
H 20.3143 16.2537 7.3992 0.45 0.59 0.59
H 25.0921 16.4182 13.6760 0.66 0.82 -0.29
H 20.4406 17.2709 9.5582 -0.60 -0.44 0.77
H 19.1069 14.4205 6.9277 0.29 0.07 0.00
H 15.5801 18.1539 7.6561 0.19 0.52 0.42
H 25.0360 15.0956 14.8524 -0.31 0.34 -0.02
H 20.6344 15.0821 12.6481 0.41 0.28 0.58
H 20.1605 11.7028 12.1106 0.71 0.11 -0.43
H 14.7799 16.3415 14.9459 0.07 -1.14 1.28
H 14.9539 19.7224 18.6825 0.37 2.46 1.37
H 20.3873 16.9968 20.3580 -0.30 -1.00 0.57
H 15.8750 17.0591 17.6010 -0.08 0.20 -0.07
H 21.0471 18.7214 8.9363 0.19 0.64 -0.07
H 21.1125 8.6768 15.7485 0.28 0.57 0.15
H 14.6580 18.1481 10.3875 0.04 0.43 -0.27
H 25.7652 11.8066 15.9947 0.91 -0.29 -0.36
H 16.1780 14.7440 18.4465 -0.22 0.08 -0.17
H 11.7044 12.1338 13.8996 -0.13 0.28 0.11
H 21.8601 14.9714 20.1201 -0.35 0.37 -0.27
H 18.8448 13.8214 10.8337 0.42 -0.05 0.26
H 17.8267 13.2252 7.0289 -0.29 -0.13 -0.45
H 21.7359 11.2791 12.7207 0.04 -0.86 0.64
H 14.2639 12.9377 14.1627 -0.65 -0.32 0.15
H 15.1937 16.8008 9.4887 0.68 -0.23 0.20
H 12.9186 14.9088 16.5647 -0.04 0.78 -0.11
H 23.5496 16.0519 14.3927 0.25 0.23 0.62
H 23.1164 20.5334 11.4617 -0.87 0.03 0.45
H 9.4669 11.0152 13.9192 0.10 1.06 -0.77
H 15.6829 13.9282 13.9906 -0.16 -0.96 0.05
H 26.1155 14.7624 12.1124 -0.77 0.03 -0.72
H 18.3750 15.1014 13.2871 0.24 0.29 -0.30
H 10.1731 13.9472 16.1632 0.27 -0.47 0.88
H 26.3576 12.7494 18.1475 1.34 0.95 -0.18
H 22.5203 8.9618 12.1047 -0.24 -0.35 -0.03
H 18.0394 18.1603 17.2708 -0.40 0.15 0.17
H 20.1598 13.0636 13.8429 0.01 -0.03 -0.36
H 19.2567 9.7207 17.4664 0.68 0.37 -0.84
H 22.6884 19.0056 11.0306 -0.46 -0.70 -0.17
H 20.3198 17.9220 11.8202 0.16 0.18 0.17
H 23.3198 13.9683 13.2485 0.51 -0.18 0.03
H 20.5642 13.9183 20.2125 -0.76 -0.90 0.26
H 16.7810 14.5635 20.0237 -0.94 0.24 0.67
H 8.8619 12.2212 12.7192 -1.17 0.01 -1.64
H 18.9599 15.9552 20.0965 0.30 0.15 -0.06
H 20.4352 10.1336 10.1672 0.05 -0.08 -0.26
H 23.6732 13.8180 18.8453 -0.29 0.14 0.39
H 14.6494 19.6183 13.2031 -0.11 0.41 0.36
H 9.1930 12.7283 14.3351 0.36 -0.55 -0.73
H 17.2475 10.8566 19.6741 -0.11 -0.78 -0.03
H 22.5578 15.7560 6.6655 0.15 -1.16 -0.25
H 13.8696 18.3542 18.6987 0.85 0.03 0.14
H 15.4662 19.6455 8.6979 0.80 -0.54 -0.43
H 10.7900 15.4305 17.9726 -0.02 0.50 -0.33
H 16.5931 18.6629 11.4751 0.66 -0.24 -0.57
H 24.6376 10.7984 16.8939 0.09 0.16 -0.04
H 12.6672 17.4650 14.1305 -0.02 0.00 0.00
H 20.5372 11.7326 17.8331 -0.25 0.43 0.05
H 21.3202 15.8462 14.1466 -0.46 0.62 -0.03
H 13.8324 18.6665 12.0892 -0.36 -0.62 -0.90
H 20.1168 14.7229 9.9702 1.17 0.58 0.00
H 19.7849 15.6883 21.5371 0.26 0.30 1.33
H 23.6226 15.2950 12.1906 -0.21 0.16 -0.66
H 21.3569 14.2992 17.8245 0.58 -0.29 -0.40
H 20.7540 20.9376 12.5182 0.17 -0.48 0.06
H 15.6477 11.4126 20.3298 -0.39 -0.24 -0.44
H 18.8127 16.7202 13.9390 -0.10 -0.38 0.20
H 20.5753 20.2148 10.9143 0.30 -0.03 0.60